1.
Molecular formula: C3H8N2O2S
Method: DFT, ωB97M-V/def2-TZVPD

- E_HOMO: -0.2992 hartree
- E_tot: -777.14120 Eh
- Energy relative to the best compared isomer or geometry (same formula, charge and spin): 86.6 kcal/mol
- Orbital gap: 0.3170 hartree

Geometry as XYZ:
```
16
C3H8N2O2S (ωB97M-V/def2-TZVPD)
C 0.920 -0.109 -0.294
C 2.834 -1.222 0.439
C -2.546 1.561 -0.397
N 0.861 1.083 0.033
N -0.852 -0.662 -0.587
O -3.083 -1.048 0.457
O 1.650 -1.175 -0.381
S -2.041 -0.048 0.512
H 2.548 -1.937 1.230
H 2.980 -0.305 0.953
H 3.722 -1.580 -0.120
H -3.017 2.104 0.309
H -3.295 1.581 -1.231
H -1.509 1.825 -0.681
H 1.651 1.617 0.244
H -0.822 -1.685 -0.486
```


2.
Molecular formula: C24H23Cl2F5N5O3STeZn
Method: DFT, ωB97M-V/def2-TZVPD

- E_HOMO: -0.1990 hartree
- E_tot: -5293.32778 Eh
- Energy relative to the best compared isomer or geometry (same formula, charge and spin): 28.7 kcal/mol
- Orbital gap: 0.2609 hartree
- Net charge: -1

Geometry as XYZ:
```
65
C24H23Cl2F5N5O3STeZn (ωB97M-V/def2-TZVPD)
Zn 0.990 -1.450 0.011
C 2.549 4.711 1.342
C 2.399 3.363 2.034
N 3.122 2.328 1.316
C 2.659 1.158 0.861
S 0.906 0.787 1.197
N 3.501 0.377 0.257
N 3.052 -0.834 -0.150
C 3.837 -1.550 -0.873
C 5.196 -1.108 -1.317
C 3.310 -2.856 -1.304
C 4.116 -3.860 -1.831
C 3.523 -5.045 -2.237
C 2.152 -5.192 -2.114
C 1.423 -4.143 -1.572
N 1.992 -3.016 -1.178
H 2.020 5.478 1.909
H 2.132 4.674 0.335
H 3.598 5.007 1.276
H 1.351 3.084 2.082
H 2.783 3.418 3.056
H 4.116 2.469 1.209
H 5.328 -0.060 -1.070
H 5.301 -1.247 -2.394
H 5.973 -1.686 -0.811
H 5.186 -3.721 -1.907
H 4.128 -5.839 -2.654
H 1.653 -6.095 -2.436
H 0.350 -4.198 -1.443
Cl -3.988 0.597 2.101
C -3.331 2.101 1.581
C -3.417 3.184 2.440
C -2.869 4.404 2.085
C -2.200 4.529 0.879
C -2.091 3.435 0.044
Cl -1.178 3.590 -1.425
C -2.666 2.191 0.341
N -2.523 1.119 -0.519
C -3.586 0.317 -0.953
C -4.869 0.866 -0.956
C -5.956 0.154 -1.424
C -5.773 -1.124 -1.920
C -4.501 -1.672 -1.920
C -3.389 -0.989 -1.436
C -2.063 -1.714 -1.444
C -0.934 -0.994 -2.216
O -1.081 -0.747 -3.404
O 0.148 -0.713 -1.555
H -3.895 3.049 3.400
H -2.942 5.250 2.754
H -1.769 5.473 0.575
H -1.664 1.068 -1.048
H -5.003 1.877 -0.592
H -6.941 0.603 -1.415
H -6.609 -1.691 -2.308
H -4.355 -2.675 -2.302
H -2.223 -2.665 -1.954
H -1.718 -1.910 -0.425
F 0.285 -1.145 4.587
Te 1.006 -1.727 2.912
F 2.624 -1.683 4.158
F 0.193 -2.955 0.823
F -0.876 -1.378 2.513
F 0.464 -3.422 3.692
O 1.040 0.443 2.733
```


3.
Molecular formula: C3H11N2O2
Method: DFT, ωB97M-V/def2-TZVPD

- E_HOMO (spin up / spin down): -0.3333 / -0.3327 hartree
- 2S+1: 2
- E_tot: -380.77494 Eh
- Energy relative to the best compared isomer or geometry (same formula, charge and spin): 19.5 kcal/mol
- Orbital gap (spin up / spin down): 0.3633 / 0.2491 hartree
- ⟨S²⟩: 0.75

Geometry as XYZ:
```
18
C3H11N2O2 (ωB97M-V/def2-TZVPD)
C 0.352 -0.381 0.812
N 0.374 0.877 0.061
C 1.805 1.395 -0.307
O 1.986 2.652 -0.045
C -0.145 -1.586 -0.021
N -1.405 -2.184 0.498
H 1.342 -0.695 1.220
H -0.165 -0.369 1.775
H 0.036 1.538 0.764
H 2.520 0.732 0.192
H 1.690 1.295 -1.413
H -0.481 -1.228 -0.995
H 0.571 -2.395 -0.135
H -1.256 -2.706 1.329
H -2.118 -1.466 0.595
H -1.969 2.227 -1.548
H -1.169 1.020 -1.124
O -1.968 1.273 -1.655
```